[1]
{
  "formula": "C3H10NO",
  "method": "the ωB97M-V functional and the def2-TZVPD basis",
  "symbols": ["C", "C", "C", "N", "H", "H", "H", "H", "H", "H", "H", "H", "H", "H", "O"],
  "xyz": [[-1.918806, -0.255489, 2.222098], [-0.842701, 0.234953, 1.257291], [-1.077285, 0.440065, -0.086102], [-0.344291, 0.842136, -1.128190], [-2.856710, -0.335189, 1.676661], [-1.667839, -1.236629, 2.577264], [-2.019558, 0.386767, 3.079700], [0.171205, 0.415405, 1.642462], [-2.162344, 0.217363, -0.402489], [0.641770, 1.051936, -0.852799], [9.291409, -2.280529, -0.466300], [8.616346, -1.999618, -0.334460], [-1.430244, 0.874934, -2.466983], [-2.131625, 0.943573, -3.803248], [-2.269328, 0.700322, -2.914903]],
  "forces_ev_per_angstrom": [[0.6, 1.0, -2.8], [0.6, -0.6, 3.3], [-2.8, 0.2, -5.0], [0.5, -0.6, 3.9], [-0.1, 0.1, 0.1], [0.6, -0.7, 0.4], [0.2, 0.4, 0.5], [-0.3, 0.0, 0.1], [1.6, 0.4, 0.4], [-0.5, -0.1, -0.2], [-0.1, 0.0, 0.0], [0.1, 0.0, 0.0], [-0.3, 0.0, -0.6], [0.1, 0.4, -1.8], [-0.3, -0.4, 1.7]],
  "relative_energy_ev": 5.300,
  "homo_lumo_gap_ha": 0.202,
  "max_force_ha_per_bohr": 0.1124,
  "total_energy_ha": -249.859019,
  "charge": 1
}

[2]
{
  "formula": "C4H4N2",
  "method": "the ωB97M-V functional and the def2-TZVPD basis",
  "symbols": ["C", "C", "N", "N", "C", "C", "H", "H", "H", "H"],
  "xyz": [[0.660001, -0.112771, 1.711606], [-0.481021, 0.121198, 2.001215], [-2.287542, 0.682875, -0.090042], [-1.941680, 0.753782, -1.131519], [0.571310, -0.156774, -1.978975], [1.330327, -0.569980, -1.142527], [1.688485, -0.315232, 1.529564], [-1.483921, 0.346743, 2.278366], [-0.099135, 0.202787, -2.729981], [2.043175, -0.952628, -0.447709]],
  "forces_ev_per_angstrom": [[-0.4, 0.1, 0.5], [0.5, -0.1, 0.2], [0.3, 0.2, -1.7], [-0.8, 0.0, 1.6], [0.5, -0.3, 0.2], [-0.2, 0.1, -0.7], [-0.2, 0.1, 0.1], [0.1, -0.1, 0.0], [0.2, -0.1, 0.2], [-0.2, 0.0, -0.2]],
  "smiles": "C#C.C#C.N#N",
  "relative_energy_ev": 3.613,
  "homo_lumo_gap_ha": 0.423,
  "max_force_ha_per_bohr": 0.0347,
  "total_energy_ha": -264.193656
}

[3]
{
  "formula": "C10H11ClN2",
  "method": "the ωB97M-V functional and the def2-TZVPD basis",
  "symbols": ["C", "C", "C", "C", "C", "C", "C", "C", "C", "C", "N", "N", "Cl", "H", "H", "H", "H", "H", "H", "H", "H", "H", "H", "H"],
  "xyz": [[3.317179, 0.374361, 1.094155], [2.069811, 0.788589, 0.582854], [3.254179, -0.998249, 1.025986], [1.339259, -0.252537, 0.127963], [-2.603898, -1.054372, -0.837253], [-2.380011, 0.027766, 0.181744], [-1.576606, -1.647197, -1.421024], [-0.983014, 0.665628, 0.122414], [-0.016840, -0.405288, -0.331665], [-0.982190, 1.991044, -0.617290], [-0.339264, -1.399250, -1.121248], [2.100477, -1.376126, 0.307282], [-2.735004, -0.689212, 1.845652], [3.927872, 1.028829, 1.645018], [1.833386, 1.796573, 0.740962], [4.101090, -1.607740, 1.270300], [-3.678236, -1.084857, -1.160190], [-3.110175, 0.824423, -0.070451], [-1.734388, -2.373717, -2.252682], [-0.511698, 0.850924, 1.103684], [-1.710140, 1.880314, -1.414055], [-0.004296, 2.008140, -0.968205], [-1.268997, 2.900006, -0.212008], [1.691505, -2.248052, 0.358060]],
  "forces_ev_per_angstrom": [[-2.3, -1.6, -0.3], [0.6, 1.3, 0.7], [0.3, 0.2, -1.3], [0.1, -1.1, -0.2], [-2.2, 1.4, 0.2], [-0.2, 0.3, -0.1], [-3.9, -1.2, -2.4], [-0.3, -0.6, 2.0], [-0.6, 0.0, -2.3], [-0.8, -2.5, -1.6], [5.2, 1.2, 2.8], [2.8, 2.1, 1.5], [0.0, 0.4, -0.5], [1.1, 0.3, 0.3], [-1.0, 1.2, -0.5], [-0.3, -0.9, 0.1], [1.3, -0.8, 0.3], [0.2, -0.5, 0.8], [0.0, 0.6, 0.7], [-1.1, 0.1, 0.2], [0.3, 0.0, -0.8], [1.6, 0.9, -1.3], [-0.3, 1.4, 2.0], [-0.7, -2.1, -0.2]],
  "smiles": "C[C@@H]1C(c2ccc[nH]2)=NC=C[C@H]1Cl",
  "relative_energy_ev": 1.181,
  "homo_lumo_gap_ha": 0.292,
  "max_force_ha_per_bohr": 0.1173,
  "total_energy_ha": -957.284803
}

[4]
{
  "formula": "C6H10",
  "method": "the ωB97M-V functional and the def2-TZVPD basis",
  "symbols": ["C", "C", "C", "C", "C", "C", "H", "H", "H", "H", "H", "H", "H", "H", "H", "H"],
  "xyz": [[-1.582199, -0.263115, -0.552623], [-2.058229, 0.267126, -1.684278], [0.146050, -0.719949, 1.112189], [-0.209202, -0.137988, -0.041221], [0.738596, 0.782366, -0.780222], [1.533417, -0.542199, 1.700441], [-2.210983, -0.902814, 0.077080], [-1.431630, 0.895722, -2.310591], [-3.092780, 0.025571, -1.984736], [-0.506015, -1.374633, 1.697697], [1.565743, 0.264383, -1.245565], [1.176748, 1.578894, -0.169225], [0.208237, 1.494891, -1.505903], [1.708227, -1.206613, 2.565259], [1.662046, 0.482005, 2.135997], [2.351974, -0.643647, 0.985699]],
  "forces_ev_per_angstrom": [[0.0, -0.4, -0.1], [-0.5, -0.5, 0.4], [1.0, -0.1, 0.1], [-0.2, 0.8, 0.2], [-0.8, 1.9, -0.6], [-0.1, 0.7, 1.0], [0.0, 0.2, -0.3], [-0.4, -0.2, -0.1], [0.7, 0.4, 0.1], [-0.2, 0.3, -0.5], [0.1, -0.1, -0.4], [0.2, -0.5, 0.7], [0.6, -1.6, 0.5], [-0.1, 0.0, -0.6], [-0.2, -0.6, -0.4], [-0.1, -0.2, -0.1]],
  "smiles": "C=C/C(C)=C/C",
  "relative_energy_ev": 1.022,
  "homo_lumo_gap_ha": 0.350,
  "max_force_ha_per_bohr": 0.0412,
  "total_energy_ha": -234.564952
}